This record from OMol25 describes C3H10N2S in the gas phase. The level of theory is wB97M-V/def2-TZVPD.

The spin multiplicity is 1. The energy relative to the best compared isomer or geometry (same formula, charge and spin) is 77.5 kcal per mole. Its HOMO energy is -8.76 eV. The SMILES is NCC(S)CN. The LUMO energy is 0.7370 eV. The value obtained for the frontier orbital gap is 9.50 eV.

Structure (XYZ):
```
16
Properties=species:S:1:pos:R:3:mulliken_charge:R:1
C -0.802 0.444 1.096 -0.596
C -0.369 0.227 -0.303 -0.224
C 0.796 -0.777 -0.526 -0.496
H 0.162 1.813 1.953 0.326
H 0.116 0.269 2.836 0.284
H -1.552 1.419 0.736 0.222
H -1.404 -0.456 1.464 0.378
H 0.042 1.162 -0.756 0.153
H -2.298 -1.113 -0.518 0.135
H 1.735 -0.434 0.007 0.311
H 0.547 -1.772 -0.251 0.263
H 2.412 -0.109 -1.827 0.289
H 0.623 -0.492 -2.515 0.237
N 0.357 0.721 1.838 -0.556
N 1.350 -0.803 -1.798 -0.572
S -1.714 -0.100 -1.437 -0.154
```